(1)
Computed, not measured: an isolated molecule of C3HF5O3S at a distorted geometry, with the ωB97M-V functional and the def2-TZVPD basis.

Each line ends with the Mulliken charge.
Element x y z (Å)
O1 0.697 -0.157 -2.253  -0.3679
C1 0.863 0.583 -1.335  -0.2988
C2 0.127 0.378 -0.056  0.7597
F1 0.632 1.386 1.110  -0.3628
C3 -1.382 0.469 -0.008  0.6274
F2 -1.927 -0.441 -0.808  -0.2034
F3 -1.832 1.661 -0.400  -0.2544
F4 -1.832 0.255 1.223  -0.2201
S1 0.702 -1.211 0.714  1.1628
O2 -0.213 -2.238 0.432  -0.4834
O3 2.084 -1.312 0.469  -0.5433
F5 0.513 -0.805 2.249  -0.1902
H1 1.568 1.431 -1.335  0.3745

Results
- SMILES = O=C[C@@](F)(C(F)(F)F)S(=O)(=O)F
- HOMO-LUMO gap (eV) = 11.10

(2)
Computed, not measured: a cluster of 2 separate species, C3HF5O3S in total at a distorted geometry, with the ωB97M-V functional and the def2-TZVPD basis.

Each line ends with the Mulliken charge.
Element x y z (Å)
C1 1.534 0.426 -0.357  -0.0159
C2 0.196 0.143 0.143  0.5260
C3 -0.942 1.130 0.151  0.6791
O1 2.103 -0.343 -1.074  -0.3607
O2 -1.469 -1.948 0.557  -0.5055
O3 -0.537 -1.506 -1.740  -0.4859
F1 0.726 -0.019 2.075  -0.4298
F2 -1.618 0.942 -0.978  -0.2153
F3 -0.609 2.446 0.137  -0.2518
F4 -1.805 0.952 1.134  -0.1932
F5 0.913 -2.144 0.090  -0.2023
S1 -0.457 -1.474 -0.309  1.1788
H1 1.966 1.396 0.169  0.2765

Results
- HOMO-LUMO gap (alpha / beta) (eV) = 8.52 / 8.52

(3)
Computed, not measured: an isolated molecule of C3HFN2 at a distorted geometry, with the ωB97M-V functional and the def2-TZVPD basis.

Each line ends with the Mulliken charge.
Element x y z (Å)
N1 -2.051 -0.957 -0.293  -0.2884
C1 -1.098 -0.392 -0.312  -0.0029
C2 -0.032 0.495 0.214  0.6243
F1 0.093 1.715 -0.450  -0.2155
C3 1.168 -0.412 -0.029  -0.0008
N2 2.074 -1.011 -0.390  -0.3010
H1 -0.154 0.562 1.260  0.1844

Results
- SMILES = N#CC(F)C#N
- HOMO-LUMO gap (eV) = 12.96

(4)
Computed, not measured: an isolated molecule of C3HFO3 at a distorted geometry, with the ωB97M-V functional and the def2-TZVPD basis.

Each line ends with the Mulliken charge.
Element x y z (Å)
O1 -2.382 -0.747 0.047  -0.3940
C1 -1.271 -0.405 0.079  0.5753
O2 -0.812 0.914 -0.055  -0.2877
C2 0.506 0.926 -0.108  -0.1795
C3 0.863 -0.399 -0.195  0.4301
F1 2.110 -0.738 0.113  -0.2280
O3 -0.144 -1.258 -0.162  -0.2606
H1 1.130 1.707 0.281  0.3444

Results
- SMILES = O=c1occ(F)o1
- HOMO-LUMO gap (eV) = 9.81

(5)
Computed, not measured: a structure of composition C3HFO3Pt at a distorted geometry, with the ωB97M-V functional and the def2-TZVPD basis.

Each line ends with the Mulliken spin population.
Element x y z (Å)
O1 -0.129 -0.317 1.332  0.0226
C1 -0.078 -1.371 0.544  0.0016
C2 -0.209 0.875 0.505  0.1760
O2 -0.108 -2.522 0.915  0.0217
O3 -0.079 -1.010 -0.753  -0.0012
C3 0.142 0.395 -0.858  0.1790
H1 0.462 1.637 0.918  0.0027
Pt1 -1.391 1.451 -1.022  1.5778
F1 1.390 0.862 -1.583  0.0198

Results
- multiplicity = 3
- HOMO-LUMO gap (alpha / beta) (eV) = 6.11 / 7.11

(6)
Computed, not measured: a structure of composition C3HHgLiO4 at a distorted geometry, with the ωB97M-V functional and the def2-TZVPD basis.

Each line ends with the Mulliken spin population.
Element x y z (Å)
O1 1.372 -1.069 0.974  -0.0017
C1 1.911 -0.053 0.728  -0.0023
O2 2.643 0.604 0.070  0.0001
Li1 -0.018 -2.290 0.278  0.0019
O3 0.289 2.089 0.092  0.1083
H1 1.232 1.930 -0.406  -0.0021
C2 -0.714 1.311 -0.318  0.3943
C3 -1.226 0.210 -0.449  0.0399
O4 -1.570 -1.020 -0.319  0.2538
Hg1 -3.919 -1.711 -0.650  0.2078

Results
- multiplicity = 2
- net charge = +1
- HOMO-LUMO gap (alpha / beta) (eV) = 7.10 / 5.10